Here is C19H20BFeNO as an isolated structure in a non-equilibrium geometry from OMol25. Energies are from ωB97M-V/def2-TZVPD.

Element x y z (Å)
Fe 2.768 0.114 0.648
O -5.713 0.036 0.034
N 2.012 1.052 -3.845
C 3.066 -1.027 -0.946
C -6.325 1.291 0.373
C 4.460 -0.845 0.947
C -2.102 0.698 0.526
C 3.491 -1.706 0.264
C 0.809 -0.055 0.981
C 3.797 0.237 -1.038
C 2.462 0.721 2.491
C 1.205 0.341 -3.382
C -3.472 0.922 0.528
C -2.468 -1.579 -0.235
C 1.634 -0.406 2.155
C -1.545 -0.568 0.179
C -0.155 -0.840 0.243
C -3.834 -1.363 -0.252
C 2.202 1.788 1.533
C -4.363 -0.098 0.117
C 4.652 0.352 0.140
C 1.223 1.311 0.593
B 0.133 -0.571 -2.713
H -1.432 1.527 0.770
H -2.057 -2.526 -0.590
H -0.991 -0.445 -3.209
H 3.147 -2.687 0.593
H 2.639 2.787 1.540
H 0.415 -1.763 -2.757
H 4.987 -1.072 1.879
H -7.386 1.121 0.177
H 3.136 0.783 3.345
H 1.554 -1.359 2.661
H 2.363 -1.405 -1.682
H 3.778 0.915 -1.881
H 5.381 1.151 0.323
H 0.104 -0.242 -1.447
H 0.786 1.829 -0.271
H 0.156 -1.863 -0.087
H -4.511 -2.121 -0.630
H -5.959 2.122 -0.249
H -3.872 1.917 0.740
H -6.172 1.522 1.434

Its expectation value of S² is 6.0924. Its multiplicity is 5. As for the orbital gap (spin up / spin down): 6.30 / 3.44 eV.

Results of the Mulliken charge analysis, in e, for atoms 1 through 8:
1. Fe -0.02
2. O -0.42
3. N -0.71
4. C -0.23
5. C -0.80
6. C -0.48
7. C -0.59
8. C -0.79

=====

Here is C19H20BeN2 as an isolated structure in a non-equilibrium geometry from OMol25. Energies are from ωB97M-V/def2-TZVPD.

Element x y z (Å)
N 1.273 2.323 -0.222
N -0.042 -0.060 0.543
C -2.729 -1.515 2.703
C -1.583 2.472 0.567
C -2.028 -1.109 1.599
C -2.284 1.517 -0.124
C -0.021 -0.862 2.936
C -0.344 2.174 -3.325
C -2.119 -1.552 3.966
C 1.181 -0.711 0.209
C 2.242 0.030 -0.321
C 3.454 -0.520 -0.672
C -1.418 1.281 -3.607
C -0.734 -1.228 4.067
C 1.414 -2.121 0.399
C 3.673 -1.875 -0.477
C 0.815 1.401 -3.123
C -0.896 -0.047 -3.576
C 0.484 0.037 -3.278
C 2.645 -2.709 0.067
C -0.666 -0.712 1.675
Be -0.265 1.553 0.238
H 4.245 0.129 -1.106
H -1.470 -0.965 -3.756
H -2.808 0.901 0.635
H -0.415 3.266 -3.262
H 4.647 -2.320 -0.719
H -1.411 3.415 0.034
H 1.029 -0.627 3.006
H 1.160 2.792 0.760
H 1.178 -0.813 -3.186
H 0.621 -2.729 0.791
H -2.455 1.564 -3.815
H -3.780 -1.822 2.600
H 2.044 1.167 -0.451
H -2.395 1.664 -1.231
H -1.418 2.703 1.606
H 2.809 -3.753 0.223
H -2.511 -0.993 0.615
H -0.255 -1.290 5.035
H -2.687 -1.857 4.857
H 1.819 1.803 -2.878

The energy above the lowest of the compared OMol25 structures with the same formula, charge and spin comes out at 25.15 kcal/mol. Its charge is -2. As for the orbital gap (spin up / spin down): 4.72 / 3.98 eV.

Results of the Mulliken charge analysis, in e, for atoms 1 through 8:
1. N -0.69
2. N 0.47
3. C -0.56
4. C -0.28
5. C -0.58
6. C -1.19
7. C 0.08
8. C -0.79

=====

Here is a 3-piece molecular cluster, C19H20Br3F17N2O2P overall in a non-equilibrium geometry from OMol25. Energies are from ωB97M-V/def2-TZVPD.

Element x y z (Å)
Br 4.411 0.347 -1.044
Br -0.099 0.131 3.561
Br 6.987 -1.289 0.305
P 1.830 -2.017 1.284
F -3.131 -3.045 0.121
F 2.271 -0.307 -4.384
F -4.996 -2.384 1.044
F 3.594 1.371 -3.935
F -7.073 1.645 1.646
F 3.117 1.051 -6.547
F -2.433 -0.164 -5.085
F 0.972 1.358 -6.261
F -0.939 1.984 -4.416
F -0.310 -0.658 -5.301
F 4.200 2.512 2.166
F -2.919 -0.484 0.879
F -1.905 1.065 -2.703
F -2.923 -0.787 -1.284
F -6.813 -0.431 1.083
F -4.685 -0.517 3.010
F -6.686 -0.042 3.758
O -5.163 1.064 0.744
O 0.250 0.763 -2.947
N 1.505 0.517 2.755
N 3.278 1.560 2.239
C -4.211 -2.236 -0.035
C 2.189 1.623 -5.750
C 2.151 1.665 2.941
C 1.381 1.559 -3.251
C 5.650 -0.988 2.799
C -0.931 0.897 -3.631
C -3.715 -0.795 -0.171
C 1.773 2.837 3.760
C -5.670 0.409 2.998
C -4.763 0.310 -0.382
C 5.530 -0.719 1.332
C 3.384 0.348 1.602
C 2.331 1.040 -4.343
C 0.066 -1.975 0.801
C -6.177 0.645 1.573
C 4.505 -0.086 0.776
C 2.242 -0.358 1.900
C -1.279 -0.372 -4.414
C 1.946 -3.097 2.753
H 1.392 2.496 4.715
H 2.662 3.423 3.945
H -5.288 1.342 3.417
H -5.619 -0.056 -0.950
H 1.115 2.605 -3.408
H -4.269 1.042 -1.021
H -4.754 -2.545 -0.932
H 6.372 -1.777 2.949
H 2.352 2.705 -5.738
H -0.029 -2.462 -0.158
H 2.885 -2.946 3.269
H 4.711 -1.324 3.220
H 1.917 -4.130 2.432
H 1.016 3.408 3.237
H -0.262 -0.947 0.734
H -0.567 -2.477 1.524
H 1.971 1.529 -2.337
H -1.402 -1.212 -3.731
H 1.141 -2.947 3.469
H 5.962 -0.088 3.317

Its charge is +1. As for the orbital gap: 7.81 eV.

Results of the Mulliken charge analysis, in e, for atoms 1 through 8:
1. Br -0.04
2. Br 0.15
3. Br -0.11
4. P 0.08
5. F -0.23
6. F -0.28
7. F -0.24
8. F -0.33

=====

| no. | energy (Eh) |
| --- | --- |
| 1 | -2154.2360 |
| 2 | -860.0584 |
| 3 | -10756.7634 |